#w
Formula: C3H8N4
Source: the OMol25 dataset
Level of theory: wB97M-V/def2-TZVPD

Cartesian coordinates (Å):
C  2.41  -0.11  -0.84
C  1.67  -0.48  0.20
N  0.92  0.53  0.78
C  -0.35  0.46  0.65
N  -1.02  1.61  0.30
N  -1.06  -0.74  0.64
N  -2.01  -1.08  -0.35
H  3.00  -0.81  -1.41
H  2.44  0.92  -1.13
H  1.60  -1.51  0.54
H  -0.44  2.43  0.31
H  -1.97  1.75  0.62
H  -1.16  -1.25  1.50
H  -2.52  -0.25  -0.66
H  -1.51  -1.45  -1.15

The LUMO energy comes out at 0.914 eV. As for the HOMO energy: -8.4 eV. For the HOMO-LUMO gap, the calculation gives 9.305 eV. Its SMILES is C=C/N=C(/N)NN.

#x
Formula: C3H8N4
Source: the OMol25 dataset
Level of theory: wB97M-V/def2-TZVPD

Cartesian coordinates (Å):
C  1.11  -1.03  -1.24
N  -1.10  -1.33  0.10
C  -0.04  -0.28  -0.65
N  0.13  1.07  2.21
C  -0.43  0.95  -1.07
N  -0.26  -0.66  0.94
N  -0.73  0.07  1.87
H  -2.06  -0.96  0.22
H  0.77  1.36  1.47
H  -0.28  1.67  2.91
H  1.23  -0.78  -2.29
H  2.03  -0.78  -0.70
H  0.96  -2.11  -1.15
H  -0.09  1.32  -2.03
H  -1.24  1.49  -0.59

The LUMO energy comes out at 0.440 eV. As for the HOMO energy: -7.4 eV. For the HOMO-LUMO gap, the calculation gives 7.838 eV.

Among the structures shown above, #w is the most stable, with the second-best lying 325.7 kJ/mol higher.